Here is a molecular structure, C6H15N2O2S2 in a non-equilibrium geometry from OMol25. Energies are from ωB97M-V with the def2-TZVPD basis set.

Computed properties:
Molecular weight, g/mol: 211.332
Energy relative to the best compared isomer or geometry (same formula, charge and spin), eV: 0.787
HOMO-LUMO gap, eV: 10.016
Energy, eV: -35202.3569

ORCA input file:
```
! RIJCOSX wB97M-V def2-TZVPD def2/J DEFGRID3
* xyz 1 1
C -1.4103 -0.2211 0.8590
C -1.0906 -2.1681 -0.4108
C 2.3026 2.1922 0.2797
C -2.8401 -0.5281 1.0510
C 0.9268 -0.6790 0.0934
C 1.0755 0.4421 -1.0842
N -0.5071 -1.0705 0.2794
N 1.0339 1.7103 -0.2606
O -0.9901 0.8824 1.2915
O -0.0047 0.4124 -1.9453
S -3.7084 -0.2856 -0.5548
S 1.9332 -2.1746 -0.2103
H -1.7781 -1.8558 -1.0840
H -0.4658 -2.8295 -0.8784
H -1.5231 -2.9253 0.1760
H 2.3820 1.7074 1.2081
H 3.2431 1.9069 -0.4494
H 2.2148 3.3626 0.3050
H -2.9472 -1.5995 1.3537
H -3.1478 0.1807 1.6701
H 1.2016 -0.2929 0.9705
H 2.1396 0.5243 -1.4123
H 0.5533 2.4413 -0.8738
H 0.0104 1.4931 0.5027
H 0.3887 -0.0823 -2.6777
H -4.3860 0.8304 -0.2240
H 2.7040 -2.0314 0.9034
*
```